Record 1
The following is a DFT calculation (ωB97M-V/def2-TZVPD) of C37H76In2N4O7 as an isolated structure.

Summary:
maximum force: 5.03 eV/A
E_LUMO: -15.27 eV
charge: +4

Geometry (Å):
C: 1.006 20.629 -8.201
H: -4.360 13.275 -4.242
H: -5.830 20.804 -8.104
C: 2.848 20.538 -6.316
H: -2.875 25.054 -2.782
O: -6.871 18.597 -7.833
H: 4.129 22.128 -6.270
N: -4.613 12.554 -5.941
H: -10.011 19.189 -10.986
O: -1.052 21.549 -4.998
C: -2.231 12.365 -5.090
C: -3.382 17.921 -7.441
H: -0.454 22.262 -5.283
C: -6.647 11.359 -5.915
H: 2.486 22.705 -6.080
H: 3.549 21.028 -4.263
H: -4.878 22.808 -3.582
H: -7.121 12.085 -5.250
H: -8.851 20.336 -5.927
H: -6.878 11.800 -6.887
H: 1.503 22.141 -9.642
C: -7.980 20.843 -6.343
H: -3.618 21.884 -6.660
H: -9.318 21.336 -10.646
C: 4.007 19.732 -7.033
H: -0.976 20.033 -8.894
C: -9.242 21.358 -8.476
H: -3.145 12.009 -8.275
C: -6.684 21.423 -8.399
H: 2.011 20.515 -4.331
C: -3.921 21.820 -5.609
H: 0.219 21.135 -2.733
H: -9.990 21.527 -7.693
C: -9.767 19.358 -9.937
O: -5.015 13.434 -4.956
C: -9.834 20.885 -9.794
H: -3.248 15.019 -6.533
H: -0.763 24.446 -3.784
H: -3.860 9.830 -4.527
H: 3.276 19.316 -4.478
N: -1.964 22.150 -4.157
H: -2.283 11.306 -4.864
H: -1.593 11.714 -7.426
H: -8.118 21.883 -6.056
H: -7.168 10.407 -5.831
H: -7.916 18.944 -11.782
O: -2.125 17.764 -7.342
H: -7.053 20.353 -6.054
C: -4.739 10.451 -4.393
H: -5.583 9.888 -4.002
H: 3.296 23.375 -8.364
O: 1.251 18.824 -6.615
H: -6.229 18.905 -8.501
H: -3.842 20.768 -5.341
C: -0.524 20.693 -8.150
C: -0.293 23.712 -3.117
H: -1.839 23.780 -6.465
C: -7.507 19.201 -10.806
C: -3.158 10.226 -7.141
H: -7.268 20.257 -10.931
H: -4.508 24.320 -4.244
H: -3.170 22.399 -1.603
H: 0.874 22.807 -8.133
H: -10.849 21.256 -9.928
C: 1.585 19.624 -9.212
H: -0.045 24.267 -2.218
H: -1.900 23.696 -1.116
H: -5.215 10.470 -7.777
In: -5.983 16.496 -5.839
C: -0.657 21.482 -2.182
H: -7.442 16.739 -9.521
H: 4.459 20.264 -7.865
In: -1.625 18.470 -4.435
H: 3.672 21.783 -8.726
H: -3.539 24.237 -6.271
C: -7.974 20.735 -7.909
H: -6.544 18.683 -10.717
H: -0.925 20.321 -7.208
C: 2.966 20.298 -4.831
H: 3.591 18.830 -7.480
H: -2.193 24.872 -5.224
C: -4.021 23.454 -3.780
H: -5.012 9.268 -6.676
C: -2.877 14.050 -6.896
H: -2.688 9.734 -6.285
C: 1.538 22.050 -8.555
C: -2.621 24.011 -5.733
C: -2.428 23.146 -1.889
H: -8.859 16.825 -8.659
O: -4.209 17.189 -8.017
H: -1.835 14.317 -7.072
C: -3.155 12.671 -6.253
C: -8.420 17.222 -9.582
H: 1.961 18.299 -7.041
C: -4.664 10.290 -6.847
H: -2.557 12.962 -4.223
O: -3.852 18.473 -6.355
H: 2.658 19.719 -9.314
C: -3.089 22.821 -4.803
H: -6.523 22.428 -8.020
N: -8.018 19.307 -8.299
H: -1.245 12.763 -5.312
H: -4.979 22.072 -5.623
N: 1.502 20.138 -6.814
H: 4.765 19.581 -6.270
H: -10.610 18.902 -9.412
C: -2.677 11.647 -7.356
H: -4.501 11.163 -3.594
H: -2.930 9.579 -7.986
H: -9.125 22.445 -8.609
H: -0.315 21.759 -1.185
H: 0.986 18.708 -9.169
C: 2.960 22.365 -8.134
C: -8.392 18.746 -9.609
H: 0.569 23.428 -3.725
C: 3.118 22.033 -6.670
C: -3.409 24.121 -2.585
C: -1.367 22.625 -2.908
H: -4.175 24.370 -1.851
H: -8.998 16.739 -10.367
H: -6.612 21.455 -9.487
C: -5.124 11.198 -5.705
H: -3.412 13.898 -7.836
H: 1.135 19.855 -10.189
H: -0.896 21.692 -8.366
H: -1.357 20.668 -1.964

***

Record 2
The following is a DFT calculation (ωB97M-V/def2-TZVPD) of a 2-piece molecular cluster, C37H77BN3O3S2 overall.

Summary:
maximum force: 0.72 eV/A
E_LUMO: -2.31 eV
charge: +1

Geometry (Å):
H: -4.682 5.079 2.406
H: -3.776 -8.558 0.927
H: -0.080 0.835 0.024
H: -1.578 -9.375 1.405
H: 7.602 5.196 -3.151
H: 4.278 6.629 0.383
H: -4.753 -9.192 -0.383
C: 4.930 3.410 0.374
H: 6.360 6.489 0.113
N: 5.215 4.788 -0.167
H: -2.392 2.330 1.713
H: -3.866 1.283 -0.090
O: -4.085 2.050 -0.629
H: 6.811 3.309 -1.656
H: 8.966 4.290 2.586
H: -2.654 4.500 -1.136
C: -5.968 -4.639 -0.706
C: -0.822 -2.940 1.764
H: -3.379 -0.940 -1.538
H: 3.771 2.807 2.106
H: -5.378 -4.245 0.128
C: -1.888 2.135 2.666
S: 0.895 1.424 4.589
H: -0.741 3.767 3.512
H: -0.526 3.569 -0.526
H: -2.606 -10.238 -1.335
H: 9.366 3.508 0.267
C: -1.780 3.438 3.473
C: -0.063 0.767 3.451
H: -2.515 1.415 3.195
H: 2.508 4.765 1.643
C: -1.894 1.458 -1.840
C: 8.331 3.521 2.142
O: -2.254 0.726 -3.035
N: -0.625 1.446 2.341
H: 3.230 5.461 -0.428
H: -0.081 -11.114 -0.620
C: 0.495 1.753 0.127
H: -0.800 2.926 -2.915
C: -0.589 -1.427 1.839
H: 1.549 1.499 -0.021
H: 5.821 2.795 0.345
H: -4.214 -6.405 0.608
C: 6.436 5.453 0.441
H: 0.371 -1.161 1.395
C: -1.524 -3.328 0.461
C: -0.581 2.155 -2.177
H: 0.365 -10.796 1.041
H: 0.089 1.422 -2.636
H: -1.703 0.735 -1.032
H: -5.517 -1.748 -3.520
H: -1.810 -4.379 0.471
C: -3.579 0.398 -3.219
C: -4.523 -1.922 -3.105
H: -0.906 -8.913 -0.165
H: -3.814 -7.803 -1.989
H: 5.514 2.989 -2.769
C: 4.380 3.643 1.769
H: -5.257 -6.027 -2.206
H: -6.093 -6.812 -0.867
H: 1.277 2.269 2.079
C: -5.959 -3.619 -1.843
H: -4.345 3.373 2.201
H: -6.995 -4.756 -0.356
C: 7.835 4.965 0.086
H: -6.435 -4.072 -2.718
N: -3.032 3.886 -1.853
H: 6.278 5.446 1.520
H: 0.138 -3.457 1.804
H: 3.777 5.610 2.500
C: -4.047 -6.320 -0.471
C: 0.311 2.270 1.573
C: 0.093 2.773 -0.954
C: -0.489 -10.941 0.378
S: -0.566 -0.907 3.575
H: 4.197 4.628 -1.971
H: -1.019 -11.839 0.698
H: -1.424 -3.285 2.606
H: 7.538 3.659 -4.011
C: -4.542 -3.199 -2.249
C: -3.747 -8.848 -0.130
H: 5.477 5.836 -1.963
H: -2.334 -7.506 -1.089
H: -4.071 -4.011 -2.807
H: -3.185 -10.879 0.211
C: 4.006 5.579 0.324
C: -1.403 -9.719 0.382
C: -2.754 -10.000 -0.277
H: 6.268 4.855 -4.249
H: -0.028 3.307 1.504
C: 8.340 3.623 0.620
H: -2.101 3.275 4.503
H: -0.879 -3.152 -0.402
O: -4.203 0.885 -4.106
H: -2.434 -2.739 0.325
C: -4.123 4.242 2.825
B: -3.047 2.499 -1.404
H: -3.954 -3.033 -1.340
H: 0.996 3.282 -1.310
H: -6.521 -2.727 -1.551
C: -3.414 -7.620 -0.985
H: 7.986 5.021 -0.992
H: -2.279 4.764 1.853
C: -4.115 -0.674 -2.298
H: 5.186 3.753 2.492
C: -2.631 4.558 2.872
C: 6.138 3.787 -2.364
H: 8.489 5.742 0.495
H: -3.986 4.208 -1.998
H: -1.366 -0.894 1.292
C: 6.933 4.411 -3.508
H: 7.795 2.782 0.186
H: 4.176 2.980 -0.288
C: 5.228 4.814 -1.676
H: 7.330 3.631 2.563
H: -5.002 -0.244 -1.829
H: -3.374 -5.470 -0.622
H: -3.864 -2.031 -3.968
H: -4.516 4.051 3.826
C: 3.580 4.953 1.656
H: -2.483 5.476 3.445
H: 8.710 2.553 2.465
C: -5.400 -6.008 -1.120

***

Record 3
The following is a DFT calculation (ωB97M-V/def2-TZVPD) of a 13-piece molecular cluster, C37H78BF4NO12 overall.

Summary:
maximum force: 3.65 eV/A
E_LUMO: 0.48 eV
charge: 0

Geometry (Å):
C: -16.177 -9.093 -8.313
C: -12.357 -12.699 -17.569
O: -19.942 -15.794 -14.686
H: -21.488 -13.677 -14.456
H: -18.549 -13.581 -7.308
F: -16.351 -10.970 -14.308
H: -19.441 -8.746 -17.739
H: -13.606 -9.148 -14.296
H: -17.589 -6.396 -13.490
H: -22.219 -10.459 -15.933
H: -17.005 -7.709 -6.886
O: -12.982 -13.393 -11.323
H: -20.645 -10.009 -15.278
C: -19.421 -7.128 -11.618
H: -16.769 -5.013 -12.658
C: -13.018 -6.350 -18.168
C: -14.488 -11.605 -11.216
H: -11.289 -12.916 -17.469
H: -15.879 -8.907 -6.226
O: -13.425 -10.791 -16.672
C: -16.634 -12.518 -17.116
H: -16.171 -9.159 -15.656
C: -14.269 -8.353 -14.018
C: -13.208 -12.494 -15.110
H: -15.691 -13.600 -12.857
H: -19.703 -7.118 -18.553
H: -13.694 -7.700 -13.343
H: -15.535 -6.970 -15.068
H: -14.689 -9.387 -16.439
H: -14.266 -12.872 -15.151
H: -20.118 -12.703 -14.866
H: -12.760 -7.280 -18.690
H: -17.334 -11.835 -9.290
H: -14.827 -7.218 -10.430
H: -19.384 -11.602 -17.039
H: -18.326 -14.405 -12.593
H: -20.525 -6.235 -16.297
H: -18.194 -8.042 -18.703
O: -17.378 -6.745 -16.539
C: -13.552 -7.056 -16.034
C: -18.176 -14.353 -13.678
H: -17.146 -7.731 -9.729
C: -12.996 -11.910 -16.430
H: -18.897 -8.001 -11.975
C: -20.469 -13.505 -14.183
O: -12.532 -6.356 -11.035
C: -22.075 -10.561 -13.784
C: -17.715 -5.545 -12.804
O: -15.078 -9.529 -8.482
H: -12.553 -13.305 -14.848
H: -17.305 -13.371 -17.041
C: -21.192 -10.197 -12.540
C: -18.983 -7.769 -18.029
C: -17.101 -8.797 -9.449
H: -12.997 -4.478 -8.732
O: -18.266 -14.395 -10.102
H: -22.420 -16.712 -17.416
C: -18.305 -12.066 -9.700
H: -16.005 -13.899 -11.181
C: -18.610 -13.511 -9.342
C: -12.953 -4.370 -9.817
H: -19.593 -17.580 -18.097
H: -14.833 -14.956 -12.089
H: -17.970 -13.282 -13.849
C: -18.551 -6.992 -16.816
H: -20.143 -13.176 -7.932
H: -17.476 -9.344 -6.703
O: -16.878 -10.243 -17.927
H: -13.580 -11.004 -11.079
C: -19.269 -13.849 -8.068
H: -15.396 -5.646 -10.966
H: -19.327 -10.724 -18.561
H: -12.825 -7.881 -16.208
C: -14.742 -7.681 -15.268
B: -17.543 -10.226 -13.967
H: -12.073 -6.035 -17.702
C: -21.999 -16.131 -18.216
H: -20.322 -10.818 -12.604
H: -18.157 -11.997 -10.777
C: -15.222 -13.946 -11.944
H: -20.390 -13.043 -13.199
H: -20.796 -9.185 -12.558
C: -13.347 -5.668 -10.404
C: -18.338 -6.051 -11.477
F: -17.483 -8.791 -14.279
H: -13.710 -3.640 -10.069
H: -22.000 -8.915 -15.121
C: -16.632 -8.701 -6.969
F: -18.621 -10.726 -14.674
O: -17.749 -5.758 -10.405
H: -21.638 -10.302 -11.543
C: -20.612 -15.684 -17.821
C: -19.669 -16.779 -17.354
F: -17.824 -10.389 -12.648
H: -16.799 -9.382 -10.314
H: -15.139 -11.180 -11.986
C: -17.388 -11.352 -17.759
C: -14.806 -6.164 -10.208
H: -11.973 -4.081 -10.154
C: -18.885 -11.549 -18.038
C: -21.723 -9.968 -15.108
H: -18.089 -9.219 -9.134
H: -20.202 -6.883 -12.348
O: -23.041 -11.358 -13.657
C: -19.613 -6.540 -15.832
H: -15.251 -5.986 -9.238
H: -12.999 -6.310 -15.458
H: -19.051 -12.527 -18.511
H: -20.146 -17.214 -16.456
H: -22.062 -16.661 -19.159
H: -17.329 -14.949 -13.967
H: -19.768 -7.358 -15.132
C: -14.139 -13.035 -11.513
H: -19.125 -11.420 -9.399
N: -15.435 -8.675 -16.178
H: -15.744 -8.266 -17.037
H: -12.531 -12.158 -18.513
H: -15.769 -12.873 -17.699
H: -19.565 -14.910 -8.099
H: -22.528 -15.170 -18.267
H: -19.889 -7.334 -10.649
H: -13.247 -11.766 -14.308
H: -19.158 -5.731 -15.256
O: -20.332 -14.516 -17.943
C: -19.559 -14.686 -14.257
H: -13.336 -5.618 -18.932
H: -16.318 -12.248 -16.097
H: -18.444 -4.891 -13.292
O: -14.057 -6.466 -17.222
H: -15.054 -8.873 -13.520
H: -18.659 -16.459 -17.092
H: -12.824 -13.687 -17.645
H: -15.031 -11.635 -10.266